1.
Entry from the Open Molecules 2025 dataset: 8 unconnected molecules or ions with the total composition C18H56N4O9 in a non-equilibrium geometry (ωB97M-V/def2-TZVPD).

Each line ends with the Löwdin charge.
Geometry (Å):
C1 -13.6838 21.4067 31.7826  -0.050
C2 -14.7604 21.2021 32.8354  -0.421
C3 -15.7862 20.0683 32.6681  -0.174
O1 -16.7241 20.4722 31.6670  -0.233
C4 -17.6731 19.4972 31.2759  -0.107
N1 -14.1327 21.0845 34.1740  0.021
H1 -13.0774 20.5030 31.7028  0.082
H2 -12.9851 22.1977 32.0520  0.078
H3 -14.1529 21.7409 30.8563  0.070
H4 -15.3469 22.1106 32.9964  0.139
H5 -16.4394 19.9352 33.5359  0.126
H6 -15.3260 19.1140 32.3844  0.132
H7 -18.5999 19.9343 30.9131  0.094
H8 -17.7381 18.6324 31.9404  0.094
H9 -17.2956 18.9755 30.3808  0.082
H10 -13.7546 20.1518 34.3016  0.068
H11 -14.8067 21.2652 34.9047  0.066
C5 -20.6676 26.6800 26.0519  -0.075
C6 -21.6358 26.0977 27.0824  -0.442
C7 -21.2433 24.6544 27.3924  -0.212
O2 -21.5660 23.9148 26.2470  -0.195
C8 -21.9630 22.5685 26.4139  -0.100
N2 -21.5658 26.9719 28.2740  0.023
H12 -20.6378 26.1361 25.1090  0.076
H13 -19.7005 26.7885 26.5479  0.078
H14 -20.9591 27.6996 25.7838  0.071
H15 -22.6338 26.1843 26.6393  0.136
H16 -21.7626 24.2463 28.2676  0.124
H17 -20.1685 24.6434 27.6085  0.127
H18 -22.8961 22.4082 26.9659  0.090
H19 -21.1807 22.1347 27.0460  0.065
H20 -22.0852 22.0705 25.4564  0.080
H21 -22.3674 26.5611 28.7570  0.067
H22 -21.8059 27.9482 28.1713  0.066
C9 -15.1200 15.6501 25.1779  -0.056
C10 -15.9276 16.9737 25.0329  -0.422
C11 -15.6663 17.9231 26.1982  -0.208
O3 -14.3205 18.3303 26.2358  -0.182
C12 -14.0341 19.5556 26.7979  -0.140
N3 -15.5736 17.5919 23.7608  0.043
H23 -15.2741 15.1459 26.1294  0.075
H24 -14.0944 16.0355 25.2371  0.070
H25 -15.1315 15.0113 24.2986  0.075
H26 -16.9826 16.6857 25.0524  0.122
H27 -15.9505 17.5191 27.1795  0.129
H28 -16.2951 18.8229 26.1290  0.114
H29 -14.4116 20.4186 26.2271  0.089
H30 -13.0062 19.8226 27.0422  0.087
H31 -14.5538 19.7184 27.7544  0.065
H32 -15.4853 18.5918 23.8963  0.067
H33 -14.6619 17.2620 23.4702  0.065
C13 -19.7987 18.6116 22.8029  -0.058
C14 -19.6571 20.0870 22.9384  -0.447
C15 -20.7876 20.7934 22.1570  -0.204
O4 -20.9019 20.4633 20.7892  -0.178
C16 -19.8282 20.8505 19.9697  -0.113
N4 -19.7587 20.4917 24.3521  0.069
H34 -19.0381 18.0135 23.3067  0.080
H35 -19.6353 18.3535 21.7519  0.085
H36 -20.7984 18.2834 23.0877  0.072
H37 -18.7196 20.2702 22.3972  0.124
H38 -20.7544 21.8844 22.2898  0.123
H39 -21.7392 20.6183 22.6659  0.119
H40 -20.1087 20.4520 18.9960  0.094
H41 -18.9168 20.3077 20.2602  0.076
H42 -19.5614 21.9098 20.0277  0.092
H43 -19.4770 21.4726 24.2480  0.079
H44 -19.0541 20.2582 25.0503  0.059
O5 -16.5227 21.0072 28.8098  -0.054
H45 -16.4989 20.8322 29.7677  0.018
H46 -16.5491 21.9677 28.7397  0.071
O6 -21.9122 20.2866 28.9779  -0.054
H47 -21.4540 19.4655 28.7605  0.025
H48 -22.1782 20.1801 29.8973  0.042
O7 -18.7550 19.8236 27.5801  -0.081
H49 -17.9952 20.1028 28.1252  -0.013
H50 -19.2949 20.6176 27.4931  0.016
C17 -22.3508 17.4436 26.3543  -0.219
C18 -22.6297 18.9362 26.0880  -0.237
O8 -22.9063 19.0339 24.6763  -0.080
O9 -21.0474 17.0883 25.8810  -0.069
H51 -23.2616 16.9616 26.0046  0.120
H52 -22.2606 17.2069 27.4196  0.107
H53 -21.8969 19.6786 26.4068  0.080
H54 -23.5253 19.2401 26.6343  0.114
H55 -22.0538 18.9183 24.2402  0.026
H56 -20.3855 17.1136 26.5723  0.076

Results
**SMILES**: COC[C@H](C)N.COC[C@H](C)N.COC[C@H](C)N.COC[C@H](C)N.OCCO.O.O.O
**LUMO level**: 0.097 eV
**Kohn-Sham gap**: 0.34163 Ha
**E_tot**: -1615.4140 a.u.
**Highest occupied orbital energy**: -0.3381 hartree

***

2.
Entry from the Open Molecules 2025 dataset: a gas-phase ion, C9H14NO3 (charge +1) in a non-equilibrium geometry (ωB97M-V/def2-TZVPD).

Each line ends with the Löwdin charge.
Geometry (Å):
C1 -0.2507 1.3523 -2.0566  -0.054
C2 0.7467 0.9388 -1.2510  0.075
C3 -1.7417 1.9429 -0.0242  0.044
C4 -0.7800 1.5034 0.8121  -0.284
C5 -1.6664 1.5958 -1.5132  -0.142
C6 0.7676 1.5014 2.4003  -0.200
C7 0.2528 0.5851 0.4216  -0.175
C8 0.7728 -3.2674 0.2916  0.001
C9 0.8097 -1.8305 -0.2454  -0.295
N1 -0.2174 -0.9859 0.6329  0.218
O1 -0.6129 1.7936 2.1150  0.061
O2 1.2779 0.7340 1.4375  0.001
O3 0.1779 -1.7513 -1.5033  0.033
H1 -0.0891 1.5590 -3.0655  0.100
H2 1.7774 0.9336 -1.3882  0.092
H3 -2.5803 2.5623 0.2244  0.124
H4 -2.0444 2.3890 -2.1948  0.127
H5 -2.3763 0.7004 -1.6994  0.152
H6 1.2903 2.5521 2.4039  0.181
H7 1.0172 1.0161 3.3158  0.136
H8 -0.1818 -3.7409 0.1899  0.090
H9 1.3426 -3.9410 -0.3339  0.098
H10 1.1990 -3.3654 1.2563  0.080
H11 1.7448 -1.3983 -0.1240  0.135
H12 -0.0699 -1.1989 1.6257  0.177
H13 -1.1812 -1.0499 0.2965  0.180
H14 0.6151 -1.1302 -2.0240  0.046

Results
**Total charge**: +1
**SMILES**: C[C@@H](O)[NH2+][C@@]12C=CCC=C1OCO2
**LUMO level**: -2.914 eV
**Relative energy (zero: lowest compared OMol25 entry of this formula, charge and spin)**: 3.2827 eV
**Kohn-Sham gap**: 0.36184 Ha
**E_tot**: -631.4512 a.u.
**Highest occupied orbital energy**: -0.4689 hartree

***

3.
Entry from the Open Molecules 2025 dataset: a molecular structure, C6H20N4Si in a non-equilibrium geometry (ωB97M-V/def2-TZVPD).

Each line ends with the Löwdin charge.
Geometry (Å):
C1 4.0743 0.4920 0.5152  -0.004
C2 3.2173 -0.0913 -0.2328  0.084
C3 0.0170 1.8917 -1.5301  -0.045
C4 -1.9301 1.9958 -0.0752  -0.053
C5 -0.0731 -2.9384 0.7608  -0.013
C6 -1.0290 -1.7694 -1.1691  -0.032
N1 0.4289 2.2913 0.8481  0.054
N2 -2.0444 -1.5806 0.9018  0.059
N3 -0.5366 1.6525 -0.1253  -0.402
N4 -0.8252 -1.7457 0.2579  -0.494
Si1 0.2911 -0.0838 0.7730  1.005
H1 5.0810 0.2749 0.2009  0.115
H2 4.1549 1.0756 1.3613  0.070
H3 3.3160 -0.7731 -1.1056  0.091
H4 0.2111 2.9911 -1.5868  0.117
H5 1.0451 1.5031 -1.7981  0.103
H6 -0.6026 1.6957 -2.3402  0.072
H7 -2.4520 1.7369 0.9290  0.142
H8 -2.1037 3.0240 -0.1226  0.089
H9 -2.3525 1.4548 -0.8870  0.093
H10 -0.0435 -2.9228 1.7747  0.065
H11 -0.7578 -3.7140 0.6577  0.102
H12 0.9207 -3.0354 0.3996  0.098
H13 -1.9469 -2.2584 -1.3270  0.101
H14 -1.0983 -0.8157 -1.6285  0.070
H15 -0.1832 -2.2259 -1.6359  0.111
H16 -0.2161 2.6663 1.5807  0.134
H17 0.9822 2.9402 0.3603  0.079
H18 -2.1731 -1.7822 1.8638  0.106
H19 -2.8215 -2.0067 0.4253  0.114
H20 -0.5500 0.0573 1.9541  -0.031

Results
**Total charge**: +2
**LUMO level (spin up / spin down)**: -9.063 / -9.065 eV
**Relative energy (zero: lowest compared OMol25 entry of this formula, charge and spin)**: 0.8722 eV
**Kohn-Sham gap (spin up / spin down)**: 0.26025 / 0.26016 Ha
**E_tot**: -748.2531 a.u.
**Highest occupied orbital energy (spin up / spin down)**: -0.5933 / -0.5933 hartree

***

4.
Entry from the Open Molecules 2025 dataset: 2 unconnected molecules or ions with the total composition C3H10OS (ωB97M-V/def2-TZVPD).

Each line ends with the Löwdin charge.
Geometry (Å):
C1 -0.8334 1.2326 -2.6688  -0.151
O1 -0.5059 0.0758 -1.9008  -0.145
H1 -0.4213 2.1255 -2.2257  0.073
H2 -1.9128 1.2791 -2.7304  0.076
H3 -0.4962 1.1269 -3.6921  0.072
H4 0.4442 -0.0833 -2.0366  0.082
C2 0.5669 -1.3743 1.0885  -0.160
C3 0.7289 -0.4626 2.3063  -0.613
S1 0.0698 1.2302 2.1026  0.657
H5 -0.1202 -2.1760 1.3248  0.068
H6 0.1346 -0.8119 0.2710  0.020
H7 1.5288 -1.7828 0.7678  0.071
H8 1.7642 -0.3193 2.5900  0.052
H9 0.1654 -0.8527 3.1413  0.045
H10 -1.1129 0.7927 1.6623  -0.147

Results
**SMILES**: CCS.CO
**LUMO level**: 0.928 eV
**Relative energy (zero: lowest compared OMol25 entry of this formula, charge and spin)**: 0.7427 eV
**Kohn-Sham gap**: 0.35844 Ha
**E_tot**: -593.6898 a.u.
**Highest occupied orbital energy**: -0.3243 hartree

***

5.
Entry from the Open Molecules 2025 dataset: 5 unconnected molecules or ions with the total composition C4H19NO5 in a non-equilibrium geometry (ωB97M-V/def2-TZVPD).

Each line ends with the Löwdin charge.
Geometry (Å):
C1 1.8382 -3.4621 0.3290  -0.072
C2 1.0795 -2.1563 0.3798  -0.425
C3 0.9983 -1.5844 -1.0338  -0.196
O1 0.3069 -0.3574 -1.1156  -0.206
C4 -1.0090 -0.4512 -1.6024  -0.113
N1 -0.2431 -2.3304 1.0532  0.053
H1 2.9121 -3.2712 0.3052  0.081
H2 1.5514 -4.0542 -0.5450  0.080
H3 1.6450 -4.0896 1.1992  0.080
H4 1.5836 -1.4365 1.0329  0.137
H5 0.5005 -2.3206 -1.6812  0.128
H6 2.0178 -1.4430 -1.4001  0.133
H7 -1.5196 -1.3673 -1.2850  0.087
H8 -1.0259 -0.4672 -2.7000  0.098
H9 -1.6096 0.3904 -1.2616  0.081
H10 -0.8478 -1.5738 0.7555  0.017
H11 -0.6556 -3.1927 0.6983  0.072
O2 -2.3172 0.0846 1.7525  -0.055
H12 -2.3940 0.8446 1.1643  0.024
H13 -2.9211 -0.5725 1.3935  0.039
O3 -1.6751 5.0534 -0.7106  -0.060
H14 -1.0556 5.6254 -0.2468  0.030
H15 -1.2384 4.1942 -0.7273  0.002
O4 -0.2378 2.1074 0.2859  -0.046
H16 0.1452 1.9701 1.1587  0.060
H17 -0.0787 1.2687 -0.1732  0.012
O5 1.6429 4.3943 0.7453  -0.058
H18 0.8807 3.8427 0.5278  -0.018
H19 1.7263 4.3545 1.7018  0.034

Results
**SMILES**: COC[C@H](C)N.O.O.O.O
**LUMO level**: 0.447 eV
**Relative energy (zero: lowest compared OMol25 entry of this formula, charge and spin)**: 0.9345 eV
**Kohn-Sham gap**: 0.36637 Ha
**E_tot**: -594.7265 a.u.
**Highest occupied orbital energy**: -0.3499 hartree

***

6.
Entry from the Open Molecules 2025 dataset: Br5H2NSi2 in the gas phase in a non-equilibrium geometry (ωB97M-V/def2-TZVPD).

Each line ends with the Löwdin charge.
Geometry (Å):
N1 -0.0617 0.5161 0.2347  -0.895
Si1 -1.6413 -0.1935 0.2922  -0.065
Si2 1.4198 -0.1882 -0.4303  -0.899
Br1 0.1273 2.2545 1.0996  0.579
Br2 -1.1727 -2.2117 0.7740  0.398
Br3 2.5958 1.5604 -1.2946  0.268
Br4 2.4396 -1.1787 1.1935  0.387
Br5 0.8552 -1.4858 -2.1237  0.348
H1 -2.3004 0.7686 1.2178  -0.063
H2 -2.2616 0.1583 -0.9633  -0.057

Results
**SMILES**: Br[SiH2]N(Br)[Si](Br)(Br)Br
**LUMO level**: -0.686 eV
**Relative energy (zero: lowest compared OMol25 entry of this formula, charge and spin)**: 0.3398 eV
**Kohn-Sham gap**: 0.33080 Ha
**E_tot**: -13505.2023 a.u.
**Highest occupied orbital energy**: -0.3560 hartree